C53H71AsNO5P2RbSSi3 | ωB97M-V/def2-TZVPD

Properties
relative energy (zero: lowest compared OMol25 entry of this formula, charge and spin)	1.264	eV
multiplicity	1
charge	-2

Last column: Mulliken charge in e.
Geometry (Å):
Rb (0.01027, -0.00109, -0.12585)  -0.199
C (-0.50343, 3.10384, 2.22748)  0.525
O (-1.53275, 2.31226, 1.67417)  -0.406
Si (-2.88972, 2.82539, 0.79484)  -0.110
C (-3.31852, 4.48756, 1.60657)  -1.206
C (-4.16929, 1.60853, 1.45885)  -0.641
C (-2.77528, 2.86620, -0.98543)  1.700
Si (-4.07523, 2.11124, -1.97361)  0.253
C (-3.67470, 2.00590, -3.83244)  -0.886
C (-4.56863, 0.32522, -1.61349)  -0.819
C (-5.72594, 3.06209, -1.91467)  -1.208
Si (-1.55154, 3.85873, -1.85731)  -0.331
C (-0.45754, 2.87335, -3.05182)  0.114
C (-0.28048, 4.75167, -0.77960)  -0.450
C (-2.30292, 5.28397, -2.88251)  -1.265
H (-0.59550, 4.16155, 1.96169)  0.223
H (0.47686, 2.74301, 1.89968)  -0.729
H (-0.54255, 3.03884, 3.32370)  0.120
H (-3.32004, 4.42866, 2.70207)  0.239
H (-4.31908, 4.78395, 1.27210)  0.289
H (-2.63180, 5.28554, 1.30749)  0.306
H (-4.25145, 1.73799, 2.54480)  0.353
H (-3.84545, 0.58080, 1.25983)  -0.304
H (-5.16391, 1.74583, 1.01978)  0.451
H (-3.07489, 1.10707, -4.00554)  -0.083
H (-3.12291, 2.86808, -4.21808)  0.115
H (-4.60714, 1.91009, -4.40240)  0.476
H (-3.68485, -0.30691, -1.51299)  -0.069
H (-5.16749, -0.05858, -2.44940)  0.492
H (-5.15934, 0.21937, -0.70085)  0.295
H (-5.59261, 4.06834, -2.32906)  0.247
H (-6.06725, 3.17883, -0.87940)  0.289
H (-6.51710, 2.55390, -2.48076)  0.332
H (0.41148, 2.49035, -2.50419)  -0.118
H (-0.09258, 3.48629, -3.88697)  0.361
H (-0.99295, 2.00671, -3.45277)  -0.481
H (0.39575, 4.03756, -0.30011)  -0.419
H (-0.73388, 5.38221, -0.00915)  0.355
H (0.32850, 5.39752, -1.42216)  0.403
H (-2.91686, 4.93273, -3.71851)  0.353
H (-1.51906, 5.93465, -3.28995)  0.326
H (-2.95043, 5.88765, -2.23565)  0.256
C (-4.08245, -2.93224, 0.24394)  -1.957
C (-2.60698, -2.69594, -0.05694)  1.005
O (-2.10452, -1.66113, 0.36601)  1.103
C (-1.88449, -3.68937, -0.85840)  0.280
C (-2.57255, -4.81396, -1.35040)  -0.797
C (-1.99943, -5.73430, -2.19812)  -1.034
C (-0.66778, -5.51620, -2.60993)  -0.480
C (0.04590, -4.44286, -2.15917)  -0.746
C (-0.49545, -3.48680, -1.21846)  -0.291
O (0.21860, -2.55899, -0.76485)  1.151
H (-4.43980, -2.08538, 0.82483)  0.167
H (-4.22703, -3.85315, 0.81485)  0.486
H (-4.66109, -3.00639, -0.67926)  0.511
H (-3.60564, -4.96092, -1.05656)  0.329
H (-2.56122, -6.58917, -2.55378)  0.357
H (-0.20466, -6.20889, -3.30750)  0.374
H (1.06031, -4.25857, -2.49690)  0.411
C (3.27004, -1.18024, 3.45725)  -1.316
N (2.01623, -1.73209, 2.90104)  0.828
P (2.04471, -2.83945, 1.58029)  0.300
C (3.25950, -4.02801, 2.34306)  0.360
C (4.55189, -4.29208, 1.89817)  -0.349
C (5.35666, -5.22541, 2.54718)  -0.690
C (4.88652, -5.90801, 3.65769)  -0.503
C (3.59947, -5.65154, 4.11753)  -0.713
C (2.79914, -4.72835, 3.46304)  -0.227
C (3.11829, -2.09630, 0.28668)  0.672
C (3.41486, -2.90359, -0.81714)  -0.951
C (4.24964, -2.44834, -1.82133)  -0.799
C (4.78951, -1.16521, -1.74923)  -0.814
C (4.46654, -0.34426, -0.68326)  -0.369
C (3.62427, -0.80362, 0.32768)  0.108
P (0.72244, -0.54628, 2.94268)  0.116
C (0.86918, -0.07626, 4.72319)  0.026
C (0.77085, -1.00799, 5.75557)  -0.648
C (0.89021, -0.60664, 7.07541)  -0.612
C (1.10525, 0.73650, 7.37829)  -0.576
C (1.21503, 1.66603, 6.35755)  -0.659
C (1.10711, 1.25721, 5.02996)  -0.028
C (-0.82423, -1.52921, 3.17283)  1.162
C (-0.94463, -2.91153, 3.24121)  -0.075
C (-2.18129, -3.49631, 3.48896)  -0.593
C (-3.30468, -2.70364, 3.67448)  -0.743
C (-3.19348, -1.32132, 3.59007)  -0.273
C (-1.96330, -0.73901, 3.33185)  -0.772
H (4.12741, -1.65725, 2.98744)  0.528
H (3.31794, -1.36089, 4.53400)  0.216
H (3.35077, -0.10129, 3.28381)  0.326
H (4.94431, -3.76174, 1.04024)  0.257
H (6.36053, -5.40956, 2.18157)  0.406
H (5.51459, -6.63287, 4.16315)  0.336
H (3.21627, -6.17546, 4.98561)  0.418
H (1.79803, -4.53374, 3.83360)  0.223
H (2.96654, -3.88968, -0.89264)  0.668
H (4.46251, -3.08292, -2.67370)  0.417
H (5.43568, -0.80061, -2.53993)  0.371
H (4.84201, 0.67130, -0.63787)  0.470
H (3.35122, -0.12131, 1.12480)  -0.048
H (0.59272, -2.05086, 5.51263)  0.288
H (0.80915, -1.33665, 7.87271)  0.415
H (1.19039, 1.05150, 8.41196)  0.346
H (1.39296, 2.71029, 6.58641)  0.437
H (1.22646, 1.96979, 4.22124)  0.349
H (-0.08547, -3.54195, 3.06380)  0.018
H (-2.26547, -4.57690, 3.51723)  0.369
H (-4.27081, -3.16170, 3.85381)  0.346
H (-4.07095, -0.69318, 3.68728)  0.363
H (-1.89389, 0.34027, 3.20945)  -0.076
O (2.79561, 2.06877, 1.60722)  -0.751
C (2.68105, 2.31063, 0.38168)  -0.183
O (1.86503, 1.81274, -0.43006)  -0.235
C (3.67928, 3.31137, -0.20674)  0.206
C (4.43306, 4.13136, 0.62516)  -0.363
C (5.34051, 5.03661, 0.08962)  -0.591
C (5.51290, 5.11830, -1.28731)  -0.358
C (4.76516, 4.29762, -2.12392)  -0.729
C (3.84682, 3.40553, -1.58444)  -0.116
H (4.29271, 4.03249, 1.69455)  0.386
H (5.91660, 5.67924, 0.74581)  0.397
H (6.22336, 5.82177, -1.70682)  0.359
H (4.89232, 4.36035, -3.19903)  0.378
H (3.23205, 2.77122, -2.21317)  0.391
C (0.94422, -1.44565, -6.53178)  -1.094
As (-0.60005, -0.68518, -5.64714)  0.501
C (-2.08233, -1.30612, -6.72334)  -1.143
C (-0.46721, 1.17699, -6.14316)  -0.904
S (-0.73566, -1.23230, -3.66598)  -0.531
H (0.90095, -1.26470, -7.60711)  0.394
H (0.96202, -2.51301, -6.32222)  0.312
H (1.83611, -0.98680, -6.10893)  0.340
H (-1.88280, -1.14875, -7.78428)  0.397
H (-2.97242, -0.75612, -6.42180)  0.362
H (-2.22864, -2.36292, -6.51174)  0.322
H (-0.52709, 1.24233, -7.23048)  0.481
H (0.48326, 1.57119, -5.78852)  0.321
H (-1.27498, 1.74072, -5.68107)  0.127